{"formula": "C17H25B2Br2CrMnN7O38S2", "method": "wB97M-V/def2-TZVPD", "symbols": ["Mn", "Cr", "O", "C", "O", "B", "O", "C", "O", "O", "C", "O", "C", "O", "O", "O", "C", "O", "B", "O", "C", "O", "O", "C", "O", "C", "O", "O", "S", "O", "O", "O", "O", "S", "O", "O", "O", "O", "Br", "C", "C", "Br", "H", "H", "H", "H", "C", "N", "O", "O", "H", "H", "H", "C", "N", "O", "O", "H", "H", "H", "C", "N", "O", "O", "H", "H", "H", "C", "N", "O", "O", "H", "H", "H", "C", "N", "O", "O", "H", "H", "H", "C", "N", "O", "O", "H", "H", "H", "C", "N", "O", "O", "H", "H", "H"], "coordinates": [[-2.604719, 3.054399, -2.742452], [-2.197148, -4.119158, 2.119308], [-0.676820, 2.596531, -1.850911], [-0.149557, 1.999232, -0.958827], [0.063130, 0.696515, -0.962794], [0.459746, 0.229556, 0.374506], [0.567792, 1.457336, 1.171637], [0.257785, 2.522484, 0.442218], [0.201273, 3.654350, 0.802896], [1.720159, -0.535335, 0.323184], [1.493844, -1.806741, 0.595147], [2.268201, -2.715229, 0.600466], [0.006937, -1.908374, 1.003436], [-0.528239, -0.731604, 0.953441], [-0.455791, -2.957109, 1.385830], [-2.157220, -4.351184, -0.101769], [-2.377691, -3.711013, -1.092120], [-1.622267, -2.775263, -1.599651], [-2.305383, -2.161739, -2.780614], [-3.398114, -3.089462, -3.064209], [-3.570142, -3.935986, -2.053841], [-4.430261, -4.743701, -1.939184], [-1.387644, -2.151047, -3.959749], [-1.377446, -0.942203, -4.482611], [-0.891281, -0.598759, -5.522334], [-2.173034, -0.029210, -3.535445], [-2.658455, -0.754502, -2.562300], [-2.335512, 1.150912, -3.723124], [-3.995269, -2.269207, 2.864225], [-2.583180, -2.597877, 3.379007], [-4.040369, -3.366735, 1.804874], [-4.935767, -2.483710, 3.954921], [-4.101246, -0.956689, 2.301004], [-4.033370, 2.782160, -0.671986], [-3.180224, 3.991431, -1.065099], [-5.279680, 3.073373, 0.013938], [-4.297890, 2.166930, -2.044615], [-3.164232, 1.911771, 0.128309], [3.833577, -3.855079, -3.587179], [3.975088, -4.267862, -1.693262], [4.180330, -5.720165, -1.397847], [4.675054, -5.826944, 0.467495], [3.131269, -3.849742, -1.154528], [4.840384, -3.671486, -1.413085], [4.906616, -6.229791, -2.017967], [3.218351, -6.220184, -1.491550], [3.031657, -0.706028, -2.639488], [4.218680, -0.383613, -3.496378], [5.277349, -0.161950, -2.933222], [4.063567, -0.362570, -4.689978], [2.605695, -1.587938, -3.110592], [2.355355, 0.130682, -2.634094], [3.435930, -1.018881, -1.683767], [-0.520690, 7.149310, -2.339190], [-1.653171, 6.315185, -2.729630], [-1.418291, 5.126573, -2.782210], [-2.713161, 6.845246, -2.971763], [-0.801176, 8.197864, -2.419353], [0.266637, 7.053241, -3.088114], [-0.151435, 6.891125, -1.354991], [-1.482498, 0.538939, 4.050822], [-2.308272, 1.768861, 3.961803], [-3.376203, 1.634425, 3.466669], [-1.843969, 2.818663, 4.423592], [-0.828212, 0.637274, 4.919681], [-0.851774, 0.560646, 3.168220], [-2.134622, -0.315521, 4.162085], [-0.144243, -2.947479, 5.465654], [0.375966, -3.819041, 4.385407], [-0.473097, -4.256142, 3.637513], [1.535305, -4.137421, 4.375888], [-0.805326, -2.225522, 4.988404], [0.648703, -2.446505, 6.007238], [-0.712910, -3.602751, 6.117862], [0.009463, 2.328906, -6.649658], [0.085279, 2.469648, -5.171113], [0.845071, 1.735764, -4.599650], [-0.677318, 3.236691, -4.619987], [0.732353, 3.028940, -7.072877], [-0.992103, 2.635571, -6.923388], [0.310201, 1.327504, -6.922249], [4.094005, -3.478621, 3.643758], [3.946725, -1.986659, 3.722224], [2.928545, -1.467126, 3.346887], [4.898097, -1.389726, 4.207349], [3.493219, -3.782751, 2.782350], [3.770680, -3.912410, 4.573555], [5.099105, -3.596196, 3.246735], [0.621264, 4.960336, 3.840760], [0.221341, 6.400677, 3.946765], [0.510507, 7.119437, 3.009945], [-0.464367, 6.752419, 4.886297], [1.701613, 4.940082, 3.933325], [0.319049, 4.697414, 2.826534], [0.059927, 4.329558, 4.517548]], "forces_ev_per_angstrom": [[0.6, -0.1, -0.2], [-1.0, 2.3, -0.4], [0.5, 0.5, -0.2], [-0.5, -1.0, 0.6], [0.1, -0.1, -0.3], [-0.2, 0.4, 0.1], [0.2, -0.2, 0.1], [-0.7, -0.2, -0.2], [0.4, 0.3, 0.1], [0.4, -0.2, -0.2], [-0.7, 0.7, 0.3], [0.6, -0.3, -0.3], [0.6, -0.4, 0.3], [-0.1, 0.1, -0.2], [0.0, 0.3, -0.1], [0.1, -0.8, 0.8], [-0.2, 0.2, -0.7], [0.0, 0.4, 0.3], [0.8, -0.7, -0.3], [-0.5, 0.4, 0.2], [0.3, 0.4, -0.2], [-0.3, -0.5, 0.1], [-0.1, 0.2, 0.1], [-0.1, -0.2, 0.0], [0.2, 0.0, -0.1], [-0.4, -0.2, 0.3], [0.0, 0.1, -0.2], [0.3, 0.0, -0.4], [-1.2, 0.5, 1.1], [1.0, -0.3, 0.3], [0.0, -0.9, -0.4], [0.3, -0.5, -0.4], [0.5, -0.3, -0.3], [-0.6, -1.2, 2.4], [-0.5, 0.7, 0.1], [0.5, 0.6, -0.8], [0.0, 0.1, -0.2], [0.1, 0.1, -0.7], [-0.2, -0.6, -0.2], [0.8, 1.0, 0.1], [-1.0, -0.1, -0.3], [0.2, -0.3, 0.2], [-0.2, -0.1, -0.2], [0.1, -0.2, 0.2], [0.3, 0.1, 0.1], [0.1, -0.2, 0.0], [0.7, -1.0, -0.3], [0.0, 0.2, 0.7], [-0.1, 0.0, 0.0], [-0.1, 0.0, -0.6], [-0.4, 0.3, -0.1], [-0.1, 0.3, 0.1], [-0.2, 0.5, 0.2], [0.9, 1.4, -0.4], [-0.4, -0.1, 0.2], [0.1, -0.2, -0.4], [0.1, -0.1, -0.1], [-0.4, -0.2, 0.4], [0.0, -0.6, 0.1], [-0.2, -0.3, 0.1], [0.8, 0.4, 0.6], [0.4, 0.0, 0.7], [-0.9, 0.4, -0.3], [0.0, -0.3, -0.2], [-0.1, 0.1, 0.0], [-0.2, -0.4, -0.2], [-0.1, -0.1, -0.5], [-0.2, 0.6, 0.0], [-0.7, -0.1, 0.6], [0.4, -0.8, -0.2], [0.3, -0.1, -0.1], [-0.2, -0.2, 0.0], [0.3, -0.2, -0.2], [-0.1, 0.0, 0.0], [0.3, 0.8, -0.1], [-0.5, -1.0, 0.0], [0.7, 0.0, 0.3], [-0.1, 0.7, -0.4], [-0.1, 0.1, 0.1], [-0.1, -0.3, -0.2], [-0.3, -0.2, 0.2], [0.0, 0.8, -2.3], [0.5, -0.1, 0.7], [-0.4, 0.1, -0.1], [-0.2, 0.0, -0.1], [-0.5, -0.1, 0.5], [0.4, -0.2, 0.1], [0.3, -0.4, 1.0], [-0.3, 0.3, -0.8], [-1.0, -0.3, -0.1], [0.4, 0.1, 0.1], [0.3, 0.0, 0.2], [0.0, -0.2, 0.1], [0.3, -0.2, 0.0], [0.1, 0.3, 0.4]], "e_tot_ha": -12094.8704, "spin_multiplicity": 10, "lumo_energy_ev": [2.807, 2.726], "s_squared": 24.77, "homo_lumo_gap_ha": [0.232, 0.230], "total_charge": -2}